ORCA calculation (ωB97M-V with the def2-TZVPD basis set) on a 7-piece molecular cluster, C24H40FO16S2 overall in a non-equilibrium geometry.

Each atom is followed by the atoms it is bonded to, with distances in Å.
CARTESIAN COORDINATES (ANGSTROEM)
1 F 0.651 -0.570 0.227  no bonds
2 C 3.778 -2.175 -0.863  C3 1.549, H9 1.054, H10 1.056, H11 1.135
3 C 3.919 -1.597 0.567  C2 1.549, C4 1.543, O8 1.434, H12 1.037
4 C 3.018 -2.170 1.681  C3 1.543, O5 1.356, H13 1.125, H14 1.119
5 O 3.828 -2.692 2.635  C4 1.356, C6 1.281
6 C 5.060 -2.465 2.365  O5 1.281, O7 1.228, O8 1.349
7 O 6.014 -2.613 3.124  C6 1.228
8 O 5.189 -1.979 1.114  C3 1.434, C6 1.349
9 H 2.923 -1.907 -1.419  C2 1.054
10 H 3.882 -3.224 -0.802  C2 1.056
11 H 4.363 -1.607 -1.653  C2 1.135
12 H 3.727 -0.582 0.664  C3 1.037
13 H 2.167 -2.832 1.358  C4 1.125
14 H 2.301 -1.378 2.014  C4 1.119
15 C -1.340 -2.949 1.834  C16 1.532, H22 1.034, H23 1.183, H24 1.162
16 C -2.594 -2.566 1.041  C15 1.532, C17 1.459, O21 1.495, H25 1.111
17 C -2.986 -3.295 -0.160  C16 1.459, O18 1.396, H26 0.908, H27 1.088
18 O -4.145 -3.969 0.227  C17 1.396, C19 1.282
19 C -4.514 -3.559 1.384  O18 1.282, O20 1.291, O21 1.333
20 O -5.680 -3.748 1.904  C19 1.291
21 O -3.663 -2.790 2.062  C16 1.495, C19 1.333
22 H -1.455 -3.943 2.093  C15 1.034
23 H -1.189 -2.391 2.866  C15 1.183
24 H -0.323 -2.915 1.273  C15 1.162
25 H -2.797 -1.502 0.793  C16 1.111
26 H -2.321 -3.859 -0.412  C17 0.908
27 H -3.097 -2.524 -0.920  C17 1.088
28 C 2.538 3.450 0.640  C29 1.614, H35 1.068, H36 1.000, H37 1.065
29 C 2.938 2.017 0.016  C28 1.614, C30 1.585, O34 1.413, H38 1.114
30 C 2.334 1.683 -1.412  C29 1.585, O31 1.457, H39 1.072, H40 1.151
31 O 3.425 2.020 -2.317  C30 1.457, C32 1.340
32 C 4.566 2.086 -1.618  O31 1.340, O33 1.193, O34 1.426
33 O 5.619 2.181 -2.171  C32 1.193
34 O 4.331 2.097 -0.212  C29 1.413, C32 1.426
35 H 3.254 3.875 1.309  C28 1.068
36 H 1.703 3.555 1.179  C28 1.000
37 H 2.501 4.220 -0.095  C28 1.065
38 H 2.646 1.124 0.615  C29 1.114
39 H 1.409 2.137 -1.707  C30 1.072
40 H 2.055 0.581 -1.588  C30 1.151
41 C 0.831 -0.412 -4.039  C42 1.525, H48 1.097, H49 1.168, H50 1.139
42 C 0.734 -1.750 -3.315  C41 1.525, C43 1.507, O47 1.396, H51 1.139
43 C -0.286 -1.755 -2.205  C42 1.507, O44 1.444, H52 1.280, H53 1.115
44 O -1.271 -2.692 -2.689  C43 1.444, C45 1.321
45 C -0.879 -3.210 -3.839  O44 1.321, O46 1.249, O47 1.272
46 O -1.575 -4.129 -4.320  C45 1.249
47 O 0.214 -2.681 -4.216  C42 1.396, C45 1.272
48 H 1.213 0.415 -3.428  C41 1.097
49 H -0.170 -0.137 -4.576  C41 1.168
50 H 1.654 -0.583 -4.807  C41 1.139
51 H 1.768 -1.933 -2.875  C42 1.139
52 H -0.849 -0.637 -1.938  C43 1.280
53 H 0.156 -2.083 -1.236  C43 1.115
54 C -1.503 1.046 2.726  C55 1.445, C60 1.531, H61 1.049, H62 1.041
55 C -0.301 1.813 2.962  C54 1.445, C56 1.560, H63 1.103, H64 1.096
56 C 0.321 1.217 4.263  C55 1.560, S57 1.780, H65 1.110, H66 1.051
57 S -1.121 0.941 5.269  C56 1.780, O58 1.415, O59 1.404, C60 1.737
58 O -1.283 2.178 5.937  S57 1.415
59 O -0.912 -0.254 5.974  S57 1.404
60 C -2.287 0.721 4.001  C54 1.531, S57 1.737, H67 1.199, H68 1.129
61 H -1.210 0.073 2.466  C54 1.049
62 H -2.221 1.559 2.174  C54 1.041
63 H -0.382 2.866 3.278  C55 1.103
64 H 0.191 2.113 2.029  C55 1.096
65 H 1.007 1.937 4.756  C56 1.110
66 H 0.766 0.265 4.275  C56 1.051
67 H -3.200 1.484 4.149  C60 1.199
68 H -2.756 -0.266 4.285  C60 1.129
69 C -1.785 2.149 -1.426  C70 1.640, C75 1.436, H76 1.117, H77 1.211
70 C -3.404 2.094 -1.173  C69 1.640, C71 1.610, H78 1.021, H79 1.227
71 C -3.930 3.421 -1.917  C70 1.610, S72 1.862, H80 1.204, H81 1.126
72 S -2.896 3.500 -3.464  C71 1.862, O73 1.413, O74 1.435, C75 1.823
73 O -2.344 4.792 -3.619  S72 1.413
74 O -3.463 2.775 -4.564  S72 1.435
75 C -1.593 2.396 -2.827  C69 1.436, S72 1.823, H82 0.961, H83 1.223
76 H -1.127 1.359 -0.989  C69 1.117
77 H -1.188 3.108 -0.988  C69 1.211
78 H -3.715 2.044 -0.201  C70 1.021
79 H -3.904 1.042 -1.561  C70 1.227
80 H -3.771 4.395 -1.227  C71 1.204
81 H -5.004 3.134 -2.091  C71 1.126
82 H -0.771 2.884 -2.937  C75 0.961
83 H -1.793 1.578 -3.714  C75 1.223

Calculated values
calculated total energy: -82678.64881 eV
energy relative to the best compared isomer or geometry (same formula, charge and spin): 0.0 kJ/mol
frontier orbital gap: 9.144 eV
total charge: -1
spin multiplicity: 1
highest occupied orbital energy: -7.322 eV